DFT (wB97M-V/def2-TZVPD) results for 8 unconnected molecules or ions with the total composition C42H63BrFN9O4P3 at a distorted geometry.

Summary:
Net charge: +1
E_tot (eV): -166784.3665
LUMO level (eV): -4.42
HOMO energy (eV): -9.2

Each atom is followed by the atoms it is bonded to, with distances in Å.
CARTESIAN COORDINATES (ANGSTROEM)
1 C -4.6043 0.3219 -4.5374  C2 1.673, H26 1.189, H27 1.174, H28 1.172
2 C -3.1756 0.0350 -3.7164  C1 1.673, C3 1.640, H29 1.170, H30 1.194
3 C -3.3504 0.5824 -2.1809  C2 1.640, F4 1.491, N5 1.513, H31 1.193
4 F -4.7634 0.8137 -1.7650  C3 1.491
5 N -2.7119 -0.2800 -1.1145  C3 1.513, C6 1.513, C17 1.529
6 C -2.7424 -1.7682 -0.8440  N5 1.513, P7 1.910, C10 1.672
7 P -3.6854 -3.0850 -1.8560  C6 1.910, C8 1.939, O9 1.769
8 C -2.3818 -3.7515 -3.1265  P7 1.939, H32 1.189, H33 1.174, H34 1.170
9 O -5.0639 -2.3767 -2.7097  P7 1.769, H35 1.014
10 C -1.8790 -2.2437 0.5072  C6 1.672, P11 1.911, N14 1.513
11 P -1.6862 -4.0117 1.2067  C10 1.911, O12 1.777, Br13 2.270
12 O -1.3613 -5.0664 -0.1855  P11 1.777, H36 1.020
13 Br 0.1494 -4.2490 2.5216  P11 2.270
14 N -1.3747 -0.8966 0.9770  C10 1.513, P15 1.801, C17 1.543
15 P -0.3730 -0.6067 2.4458  N14 1.801, O16 1.612, H37 1.469, H38 1.441
16 O -0.9117 0.7866 3.0522  P15 1.612
17 C -1.8327 0.2308 0.0278  N5 1.529, N14 1.543, O18 1.490
18 O -1.4932 1.6766 0.1516  C17 1.490, C19 1.498
19 C -0.1037 1.7602 -0.4015  O18 1.498, C20 1.640, H39 1.189, H40 1.175
20 C 0.5717 3.2476 -0.2607  C19 1.640, C21 1.640, C22 1.664, H41 1.193
21 C -0.4823 4.3200 0.3937  C20 1.640, H42 1.194, H43 1.182, H44 1.182
22 C 2.0639 3.2393 0.4757  C20 1.664, C23 1.640, H45 1.191, H46 1.175
23 C 2.0273 2.7394 2.0371  C22 1.640, C24 1.664, C25 1.648, H47 1.170
24 C 3.4810 2.1451 2.5862  C23 1.664, H48 1.194, H49 1.175, H50 1.170
25 C 1.5137 3.8786 3.1116  C23 1.648, H51 1.172, H52 1.173, H53 1.174
26 H -4.7446 1.5022 -4.5448  C1 1.189
27 H -5.5354 -0.1639 -4.0126  C1 1.174
28 H -4.5859 -0.0781 -5.6384  C1 1.172
29 H -2.8959 -1.0970 -3.8147  C2 1.170
30 H -2.3513 0.6348 -4.3376  C2 1.194
31 H -2.8155 1.6473 -2.1371  C3 1.193
32 H -1.6181 -2.8523 -3.2759  C8 1.189
33 H -2.8547 -4.0082 -4.1697  C8 1.174
34 H -1.7743 -4.6712 -2.7332  C8 1.170
35 H -5.8859 -2.4073 -2.1172  O9 1.014
36 H -0.5437 -4.6442 -0.6251  O12 1.020
37 H -0.7975 -1.6164 3.4249  P15 1.469
38 H 1.0464 -0.6096 2.2004  P15 1.441
39 H -0.0461 1.3801 -1.5272  C19 1.189
40 H 0.5398 1.0028 0.2247  C19 1.175
41 H 0.7846 3.6235 -1.3732  C20 1.193
42 H -0.9885 3.9147 1.3958  C21 1.194
43 H -1.3314 4.6760 -0.3477  C21 1.182
44 H 0.1105 5.2902 0.7179  C21 1.182
45 H 2.7036 2.4441 -0.1375  C22 1.191
46 H 2.6100 4.2721 0.3532  C22 1.175
47 H 1.2745 1.8454 2.0976  C23 1.170
48 H 3.3292 1.6869 3.6778  C24 1.194
49 H 3.8462 1.2548 1.9115  C24 1.175
50 H 4.2363 3.0359 2.6602  C24 1.170
51 H 0.4021 3.6173 3.3777  C25 1.172
52 H 1.5620 4.9476 2.6319  C25 1.173
53 H 2.1445 3.7711 4.0965  C25 1.174
54 N 4.1357 7.3809 1.5745  C55 1.371, C58 1.371, H59 1.012
55 C 3.8792 7.8365 2.8414  N54 1.371, C56 1.377, H60 1.082
56 C 4.5491 7.0246 3.7294  C55 1.377, C57 1.415, H61 1.082
57 C 5.2386 6.0487 2.9708  C56 1.415, C58 1.377, H62 1.082
58 C 4.9680 6.2941 1.6432  N54 1.371, C57 1.377, H63 1.082
59 H 3.7689 7.7842 0.7221  N54 1.012
60 H 3.2424 8.6960 3.0024  C55 1.082
61 H 4.5428 7.1253 4.8069  C56 1.082
62 H 5.8656 5.2530 3.3519  C57 1.082
63 H 5.2946 5.7890 0.7441  C58 1.082
64 N 2.0537 -5.0331 -2.2189  C65 1.371, C68 1.371, H69 1.012
65 C 3.1563 -5.5908 -2.8120  N64 1.371, C66 1.377, H70 1.082
66 C 3.5137 -4.7962 -3.8783  C65 1.377, C67 1.415, H71 1.082
67 C 2.5980 -3.7181 -3.9264  C66 1.415, C68 1.377, H72 1.082
68 C 1.7092 -3.8878 -2.8885  N64 1.371, C67 1.377, H73 1.082
69 H 1.5704 -5.4074 -1.4127  N64 1.012
70 H 3.5900 -6.5038 -2.4265  C65 1.082
71 H 4.3450 -4.9733 -4.5484  C66 1.082
72 H 2.5883 -2.9051 -4.6408  C67 1.082
73 H 0.8625 -3.2940 -2.5709  C68 1.082
74 N -3.5005 -7.5351 -6.1505  C75 1.371, C78 1.371, H79 1.012
75 C -2.4427 -8.1324 -6.7851  N74 1.371, C76 1.377, H80 1.082
76 C -1.3065 -7.8783 -6.0498  C75 1.377, C77 1.415, H81 1.082
77 C -1.6937 -7.1055 -4.9290  C76 1.415, C78 1.377, H82 1.082
78 C -3.0541 -6.9109 -5.0148  N74 1.371, C77 1.377, H83 1.082
79 H -4.4604 -7.5530 -6.4696  N74 1.012
80 H -2.5883 -8.6843 -7.7040  C75 1.082
81 H -0.3070 -8.2143 -6.2935  C76 1.082
82 H -1.0496 -6.7317 -4.1436  C77 1.082
83 H -3.7407 -6.3820 -4.3673  C78 1.082
84 N -4.0567 -7.8231 0.6653  C85 1.371, C88 1.371, H89 1.012
85 C -3.7921 -6.4784 0.6801  N84 1.371, C86 1.377, H90 1.082
86 C -4.9839 -5.8120 0.8586  C85 1.377, C87 1.415, H91 1.082
87 C -6.0023 -6.7895 0.9609  C86 1.415, C88 1.377, H92 1.082
88 C -5.4014 -8.0225 0.8411  N84 1.371, C87 1.377, H93 1.082
89 H -3.3676 -8.5539 0.5445  N84 1.012
90 H -2.7814 -6.1117 0.5611  C85 1.082
91 H -5.1063 -4.7379 0.9107  C86 1.082
92 H -7.0602 -6.6130 1.1070  C87 1.082
93 H -5.8145 -9.0221 0.8645  C88 1.082
94 N 5.8063 8.4321 7.3766  C95 1.371, C98 1.371, H99 1.012
95 C 6.4493 8.8212 8.5228  N94 1.371, C96 1.377, H100 1.082
96 C 6.9037 10.1082 8.3400  C95 1.377, C97 1.415, H101 1.082
97 C 6.5160 10.5116 7.0399  C96 1.415, C98 1.377, H102 1.082
98 C 5.8375 9.4584 6.4686  N94 1.371, C97 1.377, H103 1.082
99 H 5.3755 7.5294 7.2249  N94 1.012
100 H 6.5295 8.1503 9.3675  C95 1.082
101 H 7.4538 10.6937 9.0651  C96 1.082
102 H 6.7103 11.4676 6.5711  C97 1.082
103 H 5.3765 9.3512 5.4957  C98 1.082
104 N -2.9223 0.9417 6.5870  C105 1.371, C108 1.371, H109 1.012
105 C -2.5865 0.0888 5.5680  N104 1.371, C106 1.377, H110 1.082
106 C -3.0237 -1.1722 5.9069  C105 1.377, C107 1.415, H111 1.082
107 C -3.6504 -1.0753 7.1722  C106 1.415, C108 1.377, H112 1.082
108 C -3.5761 0.2417 7.5674  N104 1.371, C107 1.377, H113 1.082
109 H -2.7201 1.9328 6.6114  N104 1.012
110 H -2.0652 0.4510 4.6920  C105 1.082
111 H -2.9052 -2.0652 5.3070  C106 1.082
112 H -4.1074 -1.8794 7.7344  C107 1.082
113 H -3.9303 0.7389 8.4604  C108 1.082
114 N 1.8316 0.0432 -5.8958  C115 1.371, C118 1.371, H119 1.012
115 C 1.3626 -0.7470 -6.9128  N114 1.371, C116 1.377, H120 1.082
116 C 1.4747 -0.0389 -8.0884  C115 1.377, C117 1.415, H121 1.082
117 C 2.0365 1.2206 -7.7701  C116 1.415, C118 1.377, H122 1.082
118 C 2.2496 1.2431 -6.4099  N114 1.371, C117 1.377, H123 1.082
119 H 1.8649 -0.2184 -4.9191  N114 1.012
120 H 0.9888 -1.7423 -6.7131  C115 1.082
121 H 1.1844 -0.3917 -9.0695  C116 1.082
122 H 2.2621 2.0244 -8.4590  C117 1.082
123 H 2.6606 2.0086 -5.7654  C118 1.082